Computed, not measured: a structure of composition C12H22O11 at a distorted geometry, with ωB97M-V/def2-TZVPD.

For the gap between HOMO and LUMO, the calculation gives 0.3515 Ha. The value obtained for the total energy is -1297.51643 Eh. The charge is 0. Its energy above the lowest of the compared OMol25 structures with the same formula, charge and spin is 358.5 kcal per mole. The molar mass is 342.3 g mol⁻¹. The largest force on an atom comes out at 18.48 eV/Å.

Geometry as XYZ:
```
45
Properties=species:S:1:pos:R:3:forces:R:3
O 1.67681 4.17172 -0.45193 -1.19 -1.22 -1.54
C 0.26740 3.66689 -0.53178 1.27 4.81 -3.04
H -0.26322 3.69536 0.37158 -0.24 0.63 1.66
C 0.22516 2.28520 -1.01976 -2.54 2.13 0.13
C 0.45213 2.25773 -2.42509 4.51 -4.81 -6.80
O 1.93148 2.73871 -2.80532 -0.85 -0.61 1.03
H 2.32022 2.44104 -3.67136 -1.40 -0.09 1.16
C 0.38654 0.66090 -2.95755 5.99 -0.09 1.30
O 0.67662 0.53164 -4.36027 0.57 1.90 1.32
H 0.39813 -0.35224 -4.51568 -0.22 -1.37 -0.78
C -0.88541 0.00164 -2.74634 -0.96 6.06 4.68
O -1.09565 -1.24107 -2.98440 1.27 -6.62 4.19
H -0.81741 -1.64769 -1.91424 -0.91 0.25 -4.70
C -1.11754 0.32089 -1.12428 -0.52 2.17 -0.45
O -1.16000 1.81153 -0.79477 2.74 -2.41 -0.86
O -0.06762 -0.29567 -0.37813 -2.57 -0.58 1.24
C -0.54662 -0.93333 0.96600 8.15 -2.91 -5.95
C 0.07962 -0.30783 2.09657 -17.29 -2.50 2.12
C -0.67977 0.90837 2.36507 9.20 5.97 -8.00
O 0.46701 1.90707 2.82661 -5.05 -4.07 6.02
H 0.86176 2.28384 2.15117 2.67 2.73 -5.55
H -0.89815 1.43223 1.30214 -0.67 -1.48 2.71
H -1.31596 0.84993 3.05124 -5.51 -0.26 5.48
O -0.10382 -1.17284 3.14053 -3.09 -0.94 3.64
C -0.01820 -2.52746 3.03807 10.12 0.22 3.08
O -0.09162 -3.18277 4.37938 -1.17 4.60 1.21
H -0.04222 -2.33698 5.18573 -0.21 -3.74 -4.06
C -0.44191 -3.36077 1.89950 -0.89 5.25 -0.01
O 0.29322 -4.44972 1.82228 0.19 -5.37 3.36
H 0.22260 -4.93998 2.77398 0.43 1.44 -3.35
C -0.18889 -2.53489 0.62413 3.47 4.40 4.99
O -0.89391 -2.98153 -0.40806 0.69 -4.90 -1.99
H -0.58578 -4.04436 -0.38208 -1.57 3.91 -0.78
H 0.96106 -2.33528 0.58801 -1.45 -1.45 -0.86
H -1.45357 -3.22230 2.19110 -2.52 -2.10 -0.89
H 1.35010 -2.58957 2.89477 -2.98 -0.35 -0.04
H 0.90534 -0.27444 1.95316 18.10 2.02 -3.12
H -1.45057 -1.07383 0.88545 -9.88 0.25 -0.14
H -2.15521 0.10336 -0.84917 0.36 -0.84 0.20
H -1.54533 0.59566 -3.34650 -1.10 0.70 -0.11
H 1.42257 0.05820 -2.23776 -3.11 1.65 -2.16
H 0.06959 2.67108 -3.32469 -2.18 1.53 0.48
H 1.05495 1.83872 -0.54235 0.48 -1.51 0.82
H -0.21318 4.50226 -1.31340 0.50 -2.50 2.04
H 2.00927 4.07062 -1.42154 -0.63 0.08 2.30
```
Positions in Å, forces in eV/Å.

Löwdin atomic charges, in units of e: atom 1 (O): -0.109, atom 2 (C): -0.161, atom 3 (H): 0.097, atom 4 (C): -0.350, atom 5 (C): -0.115, atom 6 (O): -0.107, atom 7 (H): 0.108, atom 8 (C): -0.250, atom 9 (O): -0.009, atom 10 (H): 0.066, atom 11 (C): -0.449, atom 12 (O): 0.023, atom 13 (H): 0.229, atom 14 (C): -0.183, atom 15 (O): -0.046, atom 16 (O): -0.058, atom 17 (C): -0.060, atom 18 (C): -0.295, atom 19 (C): 0.050, atom 20 (O): -0.022, atom 21 (H): -0.041, atom 22 (H): 0.174, atom 23 (H): 0.062, atom 24 (O): 0.017, atom 25 (C): -0.358, atom 26 (O): -0.089, atom 27 (H): 0.245, atom 28 (C): -0.428, atom 29 (O): 0.029, atom 30 (H): 0.211, atom 31 (C): -0.300, atom 32 (O): 0.007, atom 33 (H): 0.241, atom 34 (H): 0.195, atom 35 (H): 0.170, atom 36 (H): 0.215, atom 37 (H): 0.047, atom 38 (H): 0.073, atom 39 (H): 0.168, atom 40 (H): 0.165, atom 41 (H): 0.243, atom 42 (H): 0.148, atom 43 (H): 0.155, atom 44 (H): 0.191, atom 45 (H): 0.099